Record 1
Below is C24H33CeNO2P2 as an isolated structure, with properties calculated with ωB97M-V/def2-TZVPD.

```
63
Properties=species:S:1:pos:R:3:forces:R:3
C -2.9598 2.4725 -3.5515 -0.05 -0.12 0.09
C -1.9813 2.5034 -2.5646 0.04 -0.27 0.68
C -2.3904 2.3404 -1.2110 0.63 -0.35 0.22
C -3.7106 2.0859 -0.8604 -0.84 -1.17 -1.05
C -4.6885 2.0642 -1.8830 0.38 0.37 -0.18
C -4.3050 2.2692 -3.2265 -0.07 0.09 0.72
C -3.8827 1.6014 0.5794 -1.43 1.80 -1.11
C -3.2019 2.6339 1.4552 0.32 -2.26 1.37
C -1.8559 2.7761 1.0976 0.13 -0.15 -0.52
C -0.8933 3.2460 2.0221 -0.51 -0.48 -0.06
C -1.3419 3.5147 3.3100 -0.22 0.05 0.23
C -2.6783 3.3099 3.6956 0.05 0.31 0.23
C -3.6048 2.8145 2.7895 0.01 0.78 -0.64
H -2.6585 2.5977 -4.5925 -0.13 -0.03 0.22
H -5.7482 1.9212 -1.6454 0.44 -0.12 -0.04
H -5.0443 2.2637 -4.0286 0.13 -0.02 0.34
H -4.9434 1.4873 0.7800 -0.25 0.23 0.23
H -0.6294 3.8847 4.0466 -0.13 -0.06 -0.09
H -2.9917 3.5475 4.7146 0.20 -0.15 -0.29
H -4.6482 2.6167 3.0684 0.54 0.01 0.00
N -1.4563 2.2521 -0.1518 0.39 2.02 -0.29
Ce -0.6102 0.1493 -0.0048 -2.56 -0.54 0.02
C -0.5059 2.5644 -2.8856 0.29 0.16 0.14
H 0.0073 3.3449 -2.2913 -0.29 -0.22 -0.26
H -0.3252 2.7588 -3.9608 -0.16 -0.03 0.49
C 0.5634 3.2435 1.6488 -0.17 0.16 -0.13
H 0.7068 3.6986 0.6534 -0.04 -0.14 0.35
H 1.1486 3.8012 2.4003 -0.11 -0.19 -0.34
P 0.3747 0.9664 -2.4648 -0.04 1.58 -2.03
P 1.2564 1.5083 1.5672 1.20 2.54 0.50
C 1.6606 1.2967 3.3029 0.27 -0.69 0.72
H 2.1061 0.3037 3.4208 -0.02 0.07 0.21
H 2.3935 2.0407 3.6308 -0.15 -0.05 -0.12
H 0.7836 1.3597 3.9488 0.00 0.00 -0.09
C 2.9074 1.9693 0.9335 0.45 -0.45 -0.37
H 3.4324 2.6390 1.6284 -0.26 -0.13 -0.15
H 3.5048 1.0565 0.8203 0.04 0.22 -0.06
H 2.8339 2.4612 -0.0460 -0.03 -0.18 0.24
C -0.3040 -0.0965 -3.7717 -0.08 -0.72 -0.15
H 0.0136 0.2587 -4.7617 -0.11 -0.06 0.24
H 0.0840 -1.1131 -3.6156 -0.14 0.17 -0.20
H -1.4020 -0.1397 -3.7456 0.27 0.07 0.06
C 2.0065 1.3323 -3.1376 0.67 -0.25 0.10
H 2.6241 0.4317 -3.0548 0.05 0.17 -0.05
H 1.9518 1.6236 -4.1887 -0.07 0.01 0.08
H 2.4843 2.1324 -2.5688 0.00 -0.06 -0.03
C -1.0988 -0.2750 2.6213 -0.65 -1.15 5.29
O -1.2069 -0.5212 3.7487 0.41 1.00 -4.48
H -3.5193 0.5782 0.7476 0.57 0.01 -0.11
C 1.8318 -3.0671 -1.1986 0.06 -0.06 -0.12
C 1.0811 -2.8249 0.1036 -0.21 -0.13 -0.07
C 0.1648 -4.0084 0.4106 0.23 -0.18 -0.06
C 2.0745 -2.6028 1.2405 0.12 -0.03 0.10
O 0.2649 -1.6660 -0.0497 1.15 -1.55 0.23
H 2.4269 -3.9864 -1.1127 -0.09 0.25 -0.15
H 2.5047 -2.2254 -1.4170 -0.13 -0.20 0.03
H 1.1204 -3.1814 -2.0272 0.18 -0.01 0.15
H 0.7863 -4.9112 0.5162 -0.37 0.17 0.01
H -0.3927 -3.8455 1.3412 0.13 -0.04 -0.16
H -0.5479 -4.1569 -0.4120 0.17 -0.01 0.22
H 2.7541 -1.7660 1.0108 -0.17 -0.26 0.03
H 1.5581 -2.3820 2.1867 0.08 -0.11 -0.22
H 2.6702 -3.5199 1.3691 -0.09 0.38 0.09
```
Positions in Å, forces in eV/Å.

For the orbital gap (alpha / beta), the calculation gives 0.2359 / 0.2368 hartree. As for the multiplicity: 2. Its expectation value of S² is 0.7512. The total charge is +1.



Record 2
Below is a 2-piece molecular cluster, C16H18BBr3F2N3O7S overall, with properties calculated with ωB97M-V/def2-TZVPD.

```
51
Properties=species:S:1:pos:R:3:forces:R:3
C -0.0394 -4.8896 -1.7326 -0.18 0.54 -0.09
C -1.0527 -4.7026 -0.6193 -0.04 -0.04 -0.14
S -0.5423 -3.3772 0.5179 0.20 0.10 0.09
C -1.9509 -2.2446 0.3986 -0.10 0.03 -0.22
C -1.6099 -0.8659 0.8888 0.12 0.37 0.34
C -2.1537 -0.4714 2.1170 0.42 0.30 -0.11
C -3.0161 -1.4051 2.9212 0.17 -0.34 0.30
O -4.1989 -1.3585 2.8846 -0.58 0.24 -0.19
O -2.3647 -2.2685 3.7026 0.24 -0.07 -0.09
C -1.8924 0.7961 2.6171 0.10 0.07 -0.25
Br -2.5572 1.3292 4.2906 0.09 0.00 -0.07
C -1.1066 1.6819 1.9005 0.21 0.18 0.55
B -0.7924 3.1675 2.4753 -0.38 0.41 -0.04
C -1.8983 4.2714 2.3314 0.33 -0.63 -0.15
O 0.4098 3.3599 3.0504 0.25 -0.24 -0.81
N -0.5770 1.2850 0.7110 -0.69 0.10 1.32
N 0.1858 2.2833 0.0762 0.15 -0.50 -1.65
C 1.5902 2.0285 0.0027 -0.12 -0.07 0.88
O 2.2094 1.7693 0.9576 0.50 -0.56 0.84
F 2.1171 2.1969 -1.1722 -0.05 0.51 -0.73
C -0.4214 2.8552 -1.1068 -0.24 -0.07 0.08
O -0.2075 2.5945 -2.2212 0.36 -0.15 -0.72
F -1.2644 3.7906 -0.7517 -0.52 0.29 0.42
C -0.7996 0.0373 0.1882 0.15 -0.49 -0.16
C -0.1845 -0.3275 -1.1018 0.23 -0.09 -0.38
Br 1.6160 -0.9600 -1.1230 -0.30 0.14 0.19
C -0.8414 -0.2638 -2.2576 -0.41 -0.07 0.21
C -0.3185 -0.6162 -3.6001 0.14 0.33 -0.12
Br -2.6381 0.3684 -2.2083 0.07 -0.05 0.03
H -0.3336 -5.7053 -2.3848 0.11 -0.26 0.03
H -0.0310 -3.9860 -2.3390 0.11 0.11 -0.13
H 0.9667 -5.0224 -1.3509 0.12 -0.26 0.02
H -1.2090 -5.6206 -0.0645 0.01 -0.05 0.22
H -2.0082 -4.4111 -1.0440 -0.20 0.00 0.03
H -2.3461 -2.1769 -0.6120 0.21 -0.07 -0.25
H -2.7571 -2.6354 1.0089 -0.20 0.00 0.01
H -1.4119 -2.2667 3.5297 0.02 -0.06 0.10
H -2.0318 4.4993 1.2766 -0.13 0.26 -0.04
H -1.6734 5.1676 2.8981 0.03 0.19 0.00
H -2.8451 3.8644 2.6791 -0.20 0.05 0.03
H 0.6876 4.2781 2.9416 -0.01 0.09 0.69
H -0.1007 -1.6759 -3.6914 0.01 -0.18 0.09
H 0.6077 -0.0675 -3.7560 0.19 -0.02 -0.07
H -1.0102 -0.3225 -4.3777 -0.14 -0.04 -0.10
C 5.3271 1.1967 -0.8310 -0.11 -0.07 0.03
N 6.1391 0.4292 -1.8147 -0.03 0.00 0.00
O 5.6313 -0.5614 -2.3032 -0.01 -0.01 -0.01
O 7.2459 0.8489 -2.0586 0.02 -0.01 -0.02
H 4.3757 0.6907 -0.7311 -0.02 0.01 0.05
H 5.8712 1.2100 0.1083 0.05 0.06 -0.03
H 5.2056 2.2028 -1.2205 0.08 0.03 0.02
```
Positions in Å, forces in eV/Å.

For the orbital gap, the calculation gives 0.2542 hartree. The total charge is +1.



Record 3
Below is a 4-piece molecular cluster, C46H67F3N2O6 overall, with properties calculated with ωB97M-V/def2-TZVPD.

```
124
Properties=species:S:1:pos:R:3:forces:R:3
H -2.7407 0.6990 1.2786 -0.02 0.04 0.06
N -2.4964 -0.1665 1.7683 -0.09 -0.06 0.17
C -1.5599 -0.7536 1.1641 0.18 0.05 -0.38
C -0.8951 -0.2784 -0.1158 -0.14 -0.19 0.23
C -0.6119 1.1970 -0.0856 0.38 0.50 -0.17
C 0.2917 1.7262 0.8590 -0.29 0.04 -0.08
C 1.0287 0.7941 1.7916 0.63 0.07 -0.05
C 2.5291 0.5823 1.4227 -0.75 0.10 -0.27
C 2.7991 -0.7454 0.6907 0.89 0.48 0.23
O 3.8758 -1.4734 1.2908 -0.32 -0.08 -0.01
C 0.5073 3.1176 0.9577 -0.13 -0.24 -0.19
C 1.3564 3.6994 2.0670 -0.34 0.27 -0.19
C 0.5902 3.8161 3.3844 -0.26 0.12 -0.15
O -0.5545 4.6528 3.2341 0.06 -0.10 0.09
C -0.1441 3.9899 0.0661 -0.19 -0.39 -0.25
C 0.0498 5.4639 0.1104 -0.08 0.36 0.10
C 1.2176 6.0589 -0.3370 0.39 -0.30 -0.24
C 1.3704 7.4337 -0.3221 -0.41 -0.16 0.18
N 0.4233 8.2601 0.1276 0.22 -0.19 -0.06
C -0.6918 7.6822 0.5637 -0.34 0.14 0.14
C -0.9379 6.3193 0.5765 0.34 -0.16 -0.18
C -1.0285 3.4557 -0.8814 0.33 -0.04 0.52
C -1.2572 2.0816 -0.9520 0.13 -0.08 0.27
C -2.2073 1.6397 -2.0143 -0.05 0.47 0.26
O -2.0071 0.7150 -2.7523 0.10 -0.65 -0.42
C -3.4117 2.5128 -2.1596 -0.16 -0.26 -0.02
C -4.6806 1.9874 -2.3904 -0.11 0.37 0.04
C -5.0286 0.5282 -2.4860 -0.11 0.14 -0.17
O -4.2836 -0.3025 -1.5796 0.14 0.09 0.01
C -5.0209 -1.2372 -0.9573 0.42 0.07 -0.12
F -5.7968 -0.7106 -0.0121 -0.28 0.16 0.46
F -5.8314 -1.8825 -1.7978 -0.29 -0.36 -0.34
F -4.2071 -2.1256 -0.4003 0.07 0.06 0.08
C -5.7233 2.9017 -2.5598 0.48 0.01 0.15
C -5.5017 4.2679 -2.4956 -0.16 -0.22 -0.09
C -4.2289 4.7766 -2.2650 0.05 -0.07 -0.16
O -3.9895 6.1037 -2.1702 0.12 0.00 -0.02
C -3.1693 3.8828 -2.0964 -0.49 0.01 0.06
C -1.7675 4.3172 -1.8507 -0.22 -0.47 0.22
O -1.2691 5.2434 -2.4174 0.40 0.84 -0.40
H -1.1746 -1.6973 1.5445 -0.19 -0.17 0.25
H 0.0137 -0.8513 -0.2873 0.12 -0.01 -0.01
H -1.5669 -0.5412 -0.9260 -0.04 0.04 -0.20
H 0.9633 1.1693 2.8055 -0.02 0.08 0.18
H 0.5822 -0.1892 1.8182 -0.28 -0.03 0.03
H 3.1386 0.6194 2.3202 0.09 -0.11 0.12
H 2.8235 1.4091 0.7799 0.25 0.12 0.01
H 1.9285 -1.3883 0.7097 -0.07 -0.24 0.02
H 3.0831 -0.5297 -0.3390 -0.32 -0.13 -0.25
H 4.6924 -1.0356 1.0394 0.11 -0.03 0.04
H 2.2957 3.1761 2.2042 0.10 -0.27 0.08
H 1.6024 4.7193 1.7923 0.21 0.11 -0.01
H 0.2756 2.8467 3.7649 0.09 -0.15 0.12
H 1.2226 4.2994 4.1223 0.12 -0.03 0.14
H -1.3031 4.0912 3.0181 -0.07 0.03 -0.05
H 2.0140 5.4414 -0.7321 0.06 -0.02 -0.01
H 2.2925 7.8594 -0.6909 0.02 0.23 -0.01
H -1.4624 8.3417 0.9434 0.01 0.15 -0.03
H -1.8751 5.9267 0.9364 -0.14 0.05 0.10
H -4.8788 0.1664 -3.5012 0.19 -0.15 -0.03
H -6.0869 0.4359 -2.2601 -0.12 -0.03 0.00
H -6.7244 2.5333 -2.7308 -0.12 0.01 0.02
H -6.3444 4.9358 -2.6145 0.00 0.14 0.00
H -4.7583 6.6000 -2.4678 -0.06 0.00 0.06
C 1.4867 1.1002 -7.9831 0.01 0.06 0.10
C 0.6343 1.0099 -6.7201 0.04 -0.07 -0.09
C -0.8152 0.6114 -6.9914 -0.05 0.00 0.05
C -1.6001 1.5930 -7.8642 0.07 -0.01 -0.04
C -1.6608 3.0200 -7.3225 -0.04 -0.07 0.05
C -2.3507 3.1168 -5.9663 -0.06 0.18 0.00
H 1.1136 1.8624 -8.6687 0.00 -0.01 -0.01
H 2.5175 1.3591 -7.7368 0.01 -0.01 -0.03
H 1.4986 0.1452 -8.5125 -0.02 0.01 -0.03
H 0.6703 1.9633 -6.1861 -0.03 0.00 0.02
H 1.0759 0.2687 -6.0489 -0.01 0.02 0.03
H -1.3294 0.4795 -6.0351 -0.01 0.01 -0.01
H -0.8285 -0.3700 -7.4765 0.02 0.00 0.00
H -2.6205 1.2130 -7.9787 -0.01 0.02 0.00
H -1.1740 1.6132 -8.8713 0.01 -0.02 0.01
H -2.2040 3.6410 -8.0398 0.02 0.02 0.00
H -0.6555 3.4440 -7.2543 0.01 -0.02 -0.02
H -3.3729 2.7353 -6.0378 0.00 -0.03 0.07
H -2.4044 4.1563 -5.6367 -0.02 -0.02 0.04
H -1.8333 2.5546 -5.1868 0.02 -0.05 -0.05
C -2.8291 -4.8427 5.6985 0.00 0.02 -0.10
C -1.7351 -5.1107 4.6690 -0.03 -0.05 0.09
C -0.3256 -5.0854 5.2587 0.03 0.00 -0.04
C 0.0940 -3.7444 5.8639 -0.04 -0.01 0.03
C 0.0276 -2.5611 4.9006 0.09 0.01 -0.01
C 0.9563 -2.7119 3.7000 -0.08 0.02 0.01
H -2.7324 -3.8507 6.1419 0.00 0.00 0.01
H -3.8159 -4.8987 5.2372 -0.01 0.00 0.03
H -2.7930 -5.5793 6.5039 0.01 0.02 0.03
H -1.8173 -4.3869 3.8534 0.02 0.00 -0.01
H -1.9049 -6.0936 4.2219 0.01 0.01 -0.03
H 0.3881 -5.3754 4.4818 0.01 0.01 0.01
H -0.2510 -5.8538 6.0346 -0.01 -0.01 0.00
H 1.1176 -3.8399 6.2404 0.01 0.02 -0.01
H -0.5267 -3.5253 6.7369 -0.01 -0.02 0.00
H 0.3011 -1.6540 5.4468 -0.03 0.01 0.00
H -0.9985 -2.4082 4.5547 -0.01 0.00 0.02
H 1.9950 -2.8224 4.0188 0.01 -0.03 -0.04
H 0.8966 -1.8323 3.0577 0.06 -0.02 0.00
H 0.6928 -3.5806 3.0926 0.03 -0.01 -0.01
C 6.9513 -6.7980 3.3778 -0.03 -0.06 -0.09
C 6.5186 -6.3100 1.9980 0.08 0.04 0.08
C 5.8959 -4.9146 2.0140 -0.03 -0.01 -0.04
C 4.6137 -4.7901 2.8378 -0.01 0.03 0.09
C 3.4869 -5.7334 2.4191 -0.07 0.12 -0.05
C 3.0009 -5.4951 0.9923 -0.05 -0.09 0.05
H 6.1046 -6.8793 4.0609 0.00 0.01 0.01
H 7.4143 -7.7838 3.3124 0.02 0.01 0.03
H 7.6791 -6.1148 3.8205 -0.02 0.01 0.03
H 5.8225 -7.0293 1.5583 -0.02 0.02 -0.02
H 7.3925 -6.2916 1.3412 -0.02 -0.02 -0.03
H 5.6995 -4.6019 0.9847 -0.02 0.01 0.01
H 6.6295 -4.2035 2.4075 0.02 -0.01 0.01
H 4.2574 -3.7576 2.7651 -0.02 -0.02 -0.03
H 4.8398 -4.9570 3.8952 0.02 -0.01 -0.01
H 2.6455 -5.5888 3.1034 0.01 -0.03 0.03
H 3.7952 -6.7764 2.5332 0.03 0.00 0.02
H 2.6506 -4.4675 0.8705 0.05 0.02 -0.01
H 2.1739 -6.1641 0.7480 0.00 0.01 -0.02
H 3.7911 -5.6718 0.2612 0.00 0.02 -0.01
```
Positions in Å, forces in eV/Å.

For the orbital gap, the calculation gives 0.3163 hartree. As for the energy above the lowest of the compared OMol25 structures with the same formula, charge and spin: 0.0 kcal per mole. The total charge is 0.



Record 4
Below is one molecule with the formula C3H5N3O, with properties calculated with ωB97M-V/def2-TZVPD.

```
12
Properties=species:S:1:pos:R:3:forces:R:3
N 2.0413 -0.1874 0.0504 0.01 0.03 -0.16
C 0.6657 0.0235 -0.0741 -0.17 0.17 0.05
C -0.0863 1.1409 -0.0573 0.17 -0.05 0.06
N -1.4341 0.7259 -0.0183 -0.12 -0.12 0.15
C -1.5147 -0.6421 0.1137 -0.07 0.03 0.01
O -2.4849 -1.3293 0.3751 0.18 0.12 -0.28
N -0.2024 -1.0666 -0.0880 -0.01 -0.07 0.23
H 2.4164 -0.8199 -0.6469 -0.05 0.08 -0.01
H 2.5566 0.6829 0.0316 -0.03 -0.10 0.02
H 0.1982 2.1796 -0.0007 -0.01 -0.16 -0.12
H -2.2217 1.3094 0.2048 0.09 -0.05 0.00
H 0.0660 -2.0169 0.1096 -0.02 0.11 0.05
```
Positions in Å, forces in eV/Å.

For the orbital gap, the calculation gives 0.3098 hartree. As for the energy above the lowest of the compared OMol25 structures with the same formula, charge and spin: 5.4 kcal per mole. The total charge is 0.



no.,E_tot (eV),largest force on an atom (hartree/bohr)
1,-62511.005,0.10594
2,-262751.670,0.03366
3,-72207.262,0.02016
4,-9710.348,0.00702